1.
Density functional theory data (ωB97M-V/def2-TZVPD) for 4 unconnected molecules or ions with the total composition C8H19BBr6N2O2PS2.

```
41
Properties=species:S:1:pos:R:3:forces:R:3
Br 4.1125 1.4806 1.3968 -0.1296 -0.0188 -0.0791
Br -0.9350 4.4217 0.3890 -0.0870 -0.1328 0.0038
Br 4.8228 -4.7696 -4.8005 -0.1329 0.0067 0.0020
Br -3.5426 6.0210 2.4458 0.0888 -0.0225 -0.0207
Br 4.9434 -0.4038 -1.6673 0.1010 0.0747 0.1116
Br 2.2439 -3.0951 -2.7629 0.0581 0.0165 0.0796
S -2.0141 -1.4788 0.9020 1.4864 -0.5060 0.6983
S -4.1811 1.8071 1.1375 4.0809 -2.6473 0.1271
P -4.0390 -2.1218 0.4239 -2.7044 0.5284 -2.6083
O 0.6008 -0.6654 2.6606 -2.2495 -0.2328 0.7382
O -0.2951 -1.3987 4.7874 -1.5484 -0.3190 -3.0383
N -1.8394 0.2037 0.5192 -2.8241 0.3102 2.4244
N -4.6123 -1.4930 -0.9207 1.8592 -0.0192 1.7753
C -2.8451 0.8781 0.9975 -2.0496 1.6640 -1.8750
C 3.1930 -2.4598 -4.3423 -0.2091 0.1223 -0.1013
C 4.5926 -1.0491 0.1363 -0.0907 -0.1935 -0.2914
C 3.4869 -0.2635 0.7931 0.0698 0.0583 0.3316
C -2.5709 6.7151 0.9055 -0.2724 0.0546 0.0872
C 3.3899 -3.5676 -5.3456 0.2692 -0.0997 -0.0720
C -2.3608 5.6444 -0.1335 0.2169 0.0458 -0.1483
C -1.8762 -1.7664 2.7380 -0.7578 -0.2089 0.0941
B -0.4787 -1.2360 3.3775 2.1276 0.7831 1.8603
H 0.3316 0.1651 2.2209 0.4219 -0.5348 -0.0591
H -4.8145 -1.8381 1.5908 0.5771 -0.2946 -0.0160
H 5.5350 -1.0028 0.6791 -0.1420 0.0771 -0.0113
H 4.1272 -2.0223 -3.9953 -0.0807 -0.1333 -0.0160
H -3.2485 5.0401 -0.3118 0.0512 0.1299 0.0704
H -1.8806 -2.9018 2.8731 -0.0602 1.2948 -0.5014
H 2.6385 -0.0856 0.1341 0.1594 -0.0706 -0.0425
H -3.8908 -0.8781 -1.3206 -0.7280 -0.0321 -0.3827
H -2.0291 6.0812 -1.0755 -0.0182 0.0044 0.0962
H 3.7083 -3.1622 -6.3061 -0.0458 0.0526 0.1047
H 2.5010 -4.1788 -5.4910 0.0634 0.1141 0.0669
H 4.3001 -2.0924 0.0126 -0.0350 0.0849 0.0193
H -4.0155 -3.5482 0.2667 0.6021 0.4431 0.9193
H 2.5609 -1.6741 -4.7568 0.0370 -0.0854 -0.0004
H -1.1150 -1.8243 5.1137 0.7955 0.2408 0.3705
H -3.1969 7.5153 0.5105 0.0518 -0.0930 -0.0293
H -2.8077 -1.3665 3.2423 1.0487 -0.3374 -0.5268
H -1.6410 7.1389 1.2803 -0.0634 -0.1122 -0.0786
H 3.1416 -0.7685 1.6956 0.0632 -0.0125 -0.0825
```
Forces are in eV/Å.

Output
largest force on an atom	0.095	hartree/bohr
2S+1	1
net charge	+1
molecular weight	760.60	u
calculated total energy	-17182.58980	a.u.


2.
Density functional theory data (ωB97M-V/def2-TZVPD) for a molecular structure, C27H25AuFN6O3S.

```
64
Properties=species:S:1:pos:R:3:forces:R:3
Au 1.3559 3.6263 1.1618 0.4449 0.5351 -0.6705
S -1.5162 7.3462 0.9527 0.3458 -0.5349 0.1527
F -3.1349 -1.7772 -0.1991 0.0893 -0.0646 -0.0511
O 4.4810 1.0302 0.4303 0.4963 -0.2431 -0.0290
O 3.1671 2.8128 0.4237 -0.2540 0.7297 0.2139
O 0.3968 1.4348 0.7974 0.0566 -0.6306 -0.1830
N -0.1345 5.2370 1.2899 0.3569 -0.5044 -0.0353
N 0.7422 3.8011 3.4512 -0.3600 0.4478 -0.3065
N -3.3362 -4.9375 -3.9631 -0.2553 0.0919 -0.4704
N -2.1422 -3.5355 -2.2698 -0.1252 -0.0651 -0.1851
N -0.1669 5.1377 4.9720 -0.0738 0.1800 -0.2496
N 1.9791 -1.0048 -2.0958 0.2302 0.3033 -0.1493
C 1.6749 2.1086 5.0401 -0.0581 0.1520 0.0012
C -3.5221 -3.7364 -1.8541 -0.1406 0.1720 0.0985
C 0.9985 3.2697 4.6785 -0.3011 0.3870 0.9016
C 0.4322 4.1133 5.6647 0.4190 -0.6091 -0.0965
C 2.3256 0.7261 -0.4413 0.4026 0.3992 0.3410
C 0.0551 4.8979 3.6463 0.3320 -0.6423 0.6265
C -1.9892 -5.4949 -3.6711 0.7704 -0.2015 0.2158
C -0.6400 5.9795 0.3680 -0.4253 0.6305 -0.0622
C 2.7536 -0.1092 -1.4159 -0.0287 0.1728 0.2368
C -1.4022 -2.4608 -1.7241 0.2107 0.4010 0.1624
C 0.5586 3.8423 7.0186 -0.0397 0.0475 0.0794
C 2.1789 -1.7567 -4.5410 -0.0932 0.0207 -0.0183
C 1.2475 2.6960 7.3579 -0.0807 0.1186 0.0891
C 3.4236 1.5965 0.2215 -0.3929 -0.7976 -0.3846
C 0.6896 -1.1986 -1.6770 -0.6302 -0.0039 0.3311
C -1.1596 6.8428 2.5526 0.1889 -0.2960 -0.1928
C -1.8892 -1.6121 -0.7199 0.1668 0.2235 0.1379
C 0.9475 0.7021 -0.0296 -0.0945 -0.0141 -0.0417
C -1.1266 -0.5941 -0.2112 -0.0293 -0.1885 -0.2044
C -0.4178 5.6917 2.5444 -0.7638 1.1182 -0.1827
C -4.1217 -4.8654 -2.7085 -0.3916 0.0962 0.6712
C -0.1228 -2.2091 -2.2048 0.0693 0.0112 0.0208
C -1.4654 -4.8098 -2.3952 0.0395 -0.1633 0.0244
C 2.6101 -1.8151 -3.1007 0.1531 -0.2705 -0.0424
C 1.7841 1.8441 6.3864 0.1105 -0.1781 -0.0419
C 3.4717 -1.1302 -4.1202 0.0301 -0.0482 0.0300
C 0.1701 -0.3737 -0.6615 -0.1865 -0.3030 -0.2262
H 3.5085 -0.0518 -4.0892 -0.0948 0.0664 0.0435
H 2.9437 -2.7784 -2.7193 0.0185 0.0685 -0.1345
H -5.1712 -4.6675 -2.9235 0.0983 -0.0654 -0.1275
H -1.5038 7.4135 3.3906 -0.0811 0.0994 0.2200
H 3.7993 -0.1032 -1.6846 0.0551 -0.0012 -0.0143
H -3.8158 -5.4815 -4.6861 0.1136 0.1655 0.1047
H -0.3926 -4.6591 -2.4712 -0.0730 -0.1172 -0.0052
H -4.0662 -2.8038 -2.0135 -0.0258 -0.1832 0.0221
H 0.2830 -2.8084 -3.0034 -0.0330 -0.1037 -0.1120
H -0.5336 5.7725 -0.6779 0.0597 0.0046 -0.2605
H -0.6792 5.9052 5.3689 0.0239 0.0089 -0.0155
H -1.3367 -5.2971 -4.5219 -0.1686 0.0090 -0.0298
H 2.0919 1.4644 4.2828 0.0849 -0.0826 -0.0671
H 2.3041 0.9572 6.7112 0.0816 -0.1100 0.0256
H 0.1462 4.5000 7.7682 -0.0348 0.0329 0.1150
H 2.2056 -2.6799 -5.1034 0.0433 -0.0254 0.0088
H 4.4081 -1.5803 -4.4086 0.0109 -0.1713 0.0485
H -1.6472 -5.4407 -1.5145 0.0230 -0.0103 -0.0232
H 1.3764 -1.0896 -4.8170 -0.0868 0.0788 0.0939
H -4.0466 -5.8324 -2.2079 0.0190 0.0331 -0.1819
H -3.6184 -4.0069 -0.7944 -0.0308 -0.0043 -0.1492
H -2.0770 -6.5719 -3.5270 -0.1121 0.0577 -0.1285
H -3.2102 -3.9681 -4.2859 0.0130 -0.2585 -0.0675
H -1.5083 0.0445 0.5710 -0.0690 0.0384 0.0708
H 1.3831 2.4493 8.4009 -0.0239 -0.0092 0.0532
```
Forces are in eV/Å.

Output
largest force on an atom	0.027	hartree/bohr
2S+1	1
net charge	+1
molecular weight	729.57	u
calculated total energy	-2231.63625	a.u.


3.
Density functional theory data (ωB97M-V/def2-TZVPD) for 2 unconnected molecules or ions with the total composition C7H19N6O2.

```
34
Properties=species:S:1:pos:R:3:forces:R:3
O 1.2773 -0.4958 -1.0015 -0.2090 -2.1424 0.8604
O 0.0455 -0.9268 0.8831 -0.3417 0.6778 0.4765
N 0.1908 -0.1422 -0.2463 -2.0591 0.0888 -1.3347
N -5.0226 0.5069 -0.2368 3.2558 0.5548 1.1521
N -2.6105 0.4002 0.1066 -1.2533 -0.5675 -0.8111
N -0.7192 -1.3721 -2.4406 -3.1543 -0.5009 -0.1182
N -2.5085 -0.2826 -1.1192 -2.1568 -0.2508 -0.7724
N -4.0888 1.3828 1.6815 -1.6065 -1.6972 -1.6682
C -3.8728 0.7235 0.4705 -0.3074 0.4779 1.6557
C 2.0248 0.6745 -1.4104 -2.7873 0.2512 4.5639
C 2.7565 1.2916 -0.2094 -1.6716 2.0446 -1.6853
C -1.4886 -0.8105 -1.5576 4.0353 2.4231 3.5548
C 0.2400 -2.9560 2.1047 -0.3405 -1.3510 0.4529
C 3.1443 2.6743 -0.6563 3.0111 2.2287 -0.3027
C 0.2909 -2.3162 0.7651 -2.9400 -0.9240 -0.6722
H 0.2107 -1.0242 -2.4142 1.5502 -0.2054 -0.1633
H -1.1916 -1.8890 -3.1541 0.5585 -0.2927 -0.9034
H 1.1778 1.2670 -1.6260 -0.1982 1.6763 -1.3604
H 4.0070 2.6226 -1.4666 -1.7322 0.3826 1.6179
H 1.1305 -2.7501 2.6330 1.3614 -0.3868 0.5376
H -0.0426 -4.0562 2.1096 0.7710 1.3316 -0.2989
H -4.9584 1.0606 2.1378 0.7353 0.6803 -0.3345
H -5.8729 0.4327 0.2536 -0.9573 0.2424 0.4109
H -3.3665 1.5336 2.3270 1.3122 0.0435 0.6710
H -4.9371 0.1223 -1.1269 0.0881 -0.9337 -1.5468
H -0.4620 -2.8521 0.1093 0.3424 0.9695 0.3336
H -0.4667 -2.5058 2.7592 -1.1780 0.5961 0.1805
H -1.8211 0.2919 0.7568 -0.3363 0.3155 -0.0781
H 1.1783 -2.3472 0.2647 2.6687 -0.8972 -1.0371
H 3.5634 0.7123 -0.0394 2.8841 -1.8042 0.9392
H 2.2330 1.4684 0.7200 -0.9238 -0.8551 -0.0740
H 2.3156 3.2284 -1.0726 -0.3863 -0.1277 -0.4803
H 2.5467 0.2469 -2.1680 2.0972 -0.2149 -2.4255
H 3.4678 3.4268 0.1848 -0.1316 -1.8333 -1.3400
```
Forces are in eV/Å.

Output
largest force on an atom	0.115	hartree/bohr
2S+1	1
net charge	+1
molecular weight	219.27	u
ΔE to the lowest compared entry with this formula, charge and spin	656.8	kJ/mol


4.
Density functional theory data (ωB97M-V/def2-TZVPD) for 2 unconnected molecules or ions with the total composition C12H11FNO6P.

```
32
Properties=species:S:1:pos:R:3:forces:R:3
P 3.0788 -1.7576 2.9596 -0.1568 2.9210 3.4749
F 0.0656 1.3681 1.0229 0.7626 -1.4085 1.8689
O 3.0512 -0.4558 3.8220 -0.2014 -2.8052 -2.4006
O 1.9580 -5.0870 3.3116 -4.1503 4.4149 -0.4152
O -0.3214 -4.4380 3.2099 1.2117 3.3965 0.2278
O -1.6362 -1.0041 -3.1479 0.2903 0.5225 0.2918
O -2.1363 -2.8209 3.3335 5.0992 -2.6540 -0.5552
O -0.4182 -0.1817 -1.5576 -0.3106 0.0443 -0.5565
N -1.0589 -0.0780 -2.5946 0.0206 -0.6364 0.2798
C -0.4607 2.3182 -2.6377 0.0818 -0.0071 0.0911
C -0.2824 -0.3876 2.8480 -1.3241 -0.2684 -0.5834
C -1.9243 2.6673 -4.9888 0.1589 0.0035 0.2310
C -0.5163 3.5681 -3.2459 -0.1503 -0.1848 -0.1536
C 0.7342 0.4969 1.9771 0.6569 -0.4312 0.3915
C -1.2440 3.7405 -4.4200 0.0000 -0.0321 0.0183
C 1.1075 -4.1604 3.2201 2.9280 -2.1162 -0.1337
C 1.3870 -2.5782 3.0635 -2.8346 -0.2725 -0.5442
C -1.8722 1.4130 -4.3893 -0.0524 -0.0624 -0.0687
C 0.1286 -1.9151 3.0160 2.5918 -2.4425 0.3204
C -1.1355 1.2451 -3.2180 -0.0204 0.8134 -0.3749
C -0.9230 -3.1377 3.2016 -3.6119 3.1934 0.2166
H -1.2805 4.7165 -4.8949 -0.0037 -0.1221 0.0643
H -2.4924 2.8083 -5.9024 0.0580 -0.0680 0.1213
H 1.4103 1.1073 2.6881 -1.1898 -0.8228 -1.4953
H 4.0454 -2.6282 3.6065 -0.8205 0.0045 -1.1054
H 0.1100 2.1970 -1.7229 -0.1540 -0.1954 -0.1101
H -2.4040 0.5843 -4.8443 0.1592 0.0029 0.2243
H 0.0107 4.4086 -2.8062 -0.0591 -0.1422 -0.0145
H 3.4709 -1.4958 1.5927 -0.3966 -0.7085 0.6669
H -1.2897 -0.3869 2.2706 1.6104 -0.1427 0.9456
H 1.3717 -0.2241 1.3574 -0.8603 1.2113 0.6739
H -0.5338 0.0978 3.8694 0.6675 -1.0052 -1.5971
```
Forces are in eV/Å.

Output
SMILES string	O=[PH2]C1=C(CCF)C(=O)OC1=O.O=[N+]([O-])c1ccccc1
largest force on an atom	0.118	hartree/bohr
2S+1	1
molecular weight	315.19	u
calculated total energy	-1411.11138	a.u.


5.
Density functional theory data (ωB97M-V/def2-TZVPD) for a molecular structure, C34H29AsN4O4PtS.

```
74
Properties=species:S:1:pos:R:3:forces:R:3
Pt 0.9802 0.2785 1.4740 0.0103 -0.1146 0.1060
As 1.2550 -2.7663 0.0895 0.1815 -0.0670 -0.0070
S -1.2728 0.2590 1.7508 0.0362 -0.0304 0.0559
O -6.0934 -1.9247 1.1825 -0.0037 0.0366 -0.0065
O -1.1156 -3.5024 1.4529 0.0263 0.1340 0.0145
O -6.6282 -1.8876 -1.0618 0.0112 0.0369 -0.0190
O -0.4576 -2.9025 -0.5982 0.0100 0.0535 0.1361
N -2.9011 1.1862 -0.1036 0.0242 0.0395 0.0073
N 2.8777 0.4536 0.6720 0.0673 -0.0067 0.0054
N -0.7259 1.4566 -0.6765 -0.0213 -0.0191 0.0218
N 0.5537 1.1910 -0.2977 -0.0632 -0.0734 -0.0455
C 5.2027 0.0190 0.4431 0.0269 0.0078 -0.0329
C 4.0137 -0.0507 1.1498 -0.0423 0.0255 -0.0341
C 2.6726 -7.2677 -0.0575 0.0041 -0.0017 0.0046
C -7.1703 -1.8095 0.2573 -0.0056 -0.0147 0.0230
C 5.2041 0.6327 -0.7967 0.0145 -0.0089 0.0304
C 2.9900 -6.4513 1.0164 0.0016 -0.0007 -0.0022
C 3.6968 -2.0668 -3.2850 0.0098 -0.0416 0.0189
C 2.5167 -1.6005 5.6824 -0.0031 0.0099 -0.0142
C 1.8086 -4.6283 -0.0259 -0.0921 -0.0330 -0.0513
C 1.9141 -2.2097 -1.6642 -0.0947 0.0863 -0.0213
C 1.5339 -0.5386 3.2512 -0.0037 0.2128 -0.0303
C -4.3847 -2.4698 -1.8901 -0.0057 0.0063 0.0048
C 1.6145 -0.9428 -3.6948 0.0424 -0.0063 0.0140
C -2.7669 -2.7969 -0.1145 0.0295 0.0271 0.0347
C -4.9878 -2.2467 0.4374 0.0243 -0.0297 0.0058
C -5.3109 -2.2166 -0.9101 -0.0059 -0.0134 -0.0047
C 3.1998 -2.5427 -2.0790 0.0354 0.0218 0.0424
C -3.0850 -2.7556 -1.4639 -0.0018 0.0865 0.0119
C 2.9025 -1.2711 -4.0980 -0.0179 0.0237 -0.0225
C 2.5499 -5.1327 1.0358 -0.0218 -0.0067 0.0140
C -1.5986 1.0249 0.2125 -0.0563 0.0598 -0.0368
C 1.4927 -5.4522 -1.1029 0.0289 -0.0001 -0.0047
C 4.0225 1.1589 -1.2938 -0.0321 0.0095 0.0079
C 2.8618 1.0540 -0.5433 0.0273 -0.0126 -0.0345
C 2.8687 -0.3184 5.2853 -0.0106 -0.0121 0.0001
C 1.6638 -2.3433 4.8773 -0.0036 -0.0161 0.0075
C 1.5514 1.5214 -1.0410 0.0148 -0.0125 -0.0141
C 1.1283 -1.3901 -2.4736 0.0093 -0.0682 -0.0579
C -3.7272 -2.5429 0.8758 -0.0805 -0.0359 -0.0153
C 2.3811 0.1996 4.0905 0.0063 -0.0405 -0.0001
C 1.9197 -6.7700 -1.1156 -0.0073 0.0016 -0.0129
C 1.1772 -1.8180 3.6858 -0.0460 -0.0311 -0.0150
C 1.4327 2.2716 -2.3235 -0.0084 0.0284 -0.0051
C -1.3863 -3.1009 0.3446 -0.0248 -0.1642 -0.0576
H 3.8135 -3.1968 -1.4683 0.0080 0.0125 0.0015
H -7.8733 -2.6328 0.4094 0.0062 -0.0087 -0.0074
H 0.9816 -0.3404 -4.3347 -0.0008 0.0170 -0.0052
H -3.4619 -2.5738 1.9227 0.0198 0.0042 -0.0019
H 3.2809 -0.9200 -5.0502 -0.0047 -0.0033 0.0018
H -3.1290 1.7498 -0.9042 -0.0069 -0.0192 -0.0055
H 1.8711 1.7022 -3.1440 -0.0030 -0.0028 -0.0076
H 0.5031 -2.4212 3.0885 -0.0152 -0.0056 -0.0273
H 6.1013 -0.4061 0.8665 -0.0004 -0.0001 0.0016
H 0.3847 2.4586 -2.5378 0.0065 -0.0024 -0.0005
H -7.6593 -0.8440 0.3882 -0.0095 -0.0116 0.0019
H 0.9131 -5.0587 -1.9301 -0.0009 -0.0008 -0.0009
H 0.1218 -1.1306 -2.1671 0.0212 0.0260 0.0155
H 1.6692 -7.4120 -1.9507 0.0004 -0.0002 0.0016
H 1.9595 3.2264 -2.2568 0.0009 -0.0007 0.0072
H 3.5679 -6.8413 1.8444 0.0003 0.0008 0.0000
H -2.3095 -2.9426 -2.1933 0.0010 -0.0193 0.0044
H 3.0065 -8.2975 -0.0708 0.0007 0.0007 -0.0007
H 1.3659 -3.3410 5.1792 0.0034 0.0006 0.0054
H 2.8932 -2.0111 6.6110 -0.0016 -0.0003 0.0002
H -4.6503 -2.4431 -2.9372 -0.0018 0.0029 -0.0007
H 3.9451 -0.5154 2.1246 -0.0052 -0.0074 0.0008
H 2.7716 -4.4992 1.8886 -0.0002 -0.0013 -0.0023
H 6.1138 0.6983 -1.3786 0.0017 -0.0026 0.0025
H 2.6686 1.2078 3.8069 -0.0046 -0.0001 0.0015
H 3.5199 0.2842 5.9083 -0.0003 -0.0012 -0.0011
H -3.5975 1.0351 0.6034 0.0013 -0.0358 -0.0107
H 4.6962 -2.3398 -3.6008 0.0017 0.0057 0.0027
H 3.9930 1.6293 -2.2654 -0.0072 0.0068 0.0019
```
Forces are in eV/Å.

Output
largest force on an atom	0.004	hartree/bohr
2S+1	1
molecular weight	859.70	u
ΔE to the lowest compared entry with this formula, charge and spin	7.2	kJ/mol


> Which value of largest force on an atom does entry 4 give?

0.118 hartree/bohr